Record 1
Formula: C10H10Cl2N4STl
Source: OMol25
Level of theory: ωB97M-V/def2-TZVPD

Values from the calculation:
Charge: +1
LUMO: -5.51 eV
Gap between HOMO and LUMO: 6.08 eV

Each line ends with the Löwdin charge.
Atoms and positions in Å:
Tl1 -1.1892 1.3016 -1.3997  0.81
Cl1 2.2059 1.6408 -1.8122  0.72
C1 2.4372 2.4221 -0.3149  -0.57
C2 3.5665 3.1607 -0.1191  -0.09
C3 3.7616 3.7848 1.1216  0.02
C4 2.8607 3.6858 2.1716  -0.08
C5 1.7111 2.9493 1.9973  -0.58
Cl2 0.6031 2.8216 3.2601  0.83
C6 1.4003 2.2641 0.7259  -0.50
N1 0.3258 1.5919 0.5927  -0.01
H1 4.3018 3.2593 -0.9046  0.12
H2 4.6623 4.3688 1.2664  0.13
H3 3.0533 4.1794 3.1134  0.12
C7 -3.9132 -3.6940 -0.1840  -0.09
C8 -3.7117 -2.7611 -1.3806  -0.23
C9 -2.2731 -2.4816 -1.6602  -0.60
N2 -1.7209 -1.3222 -1.5788  -0.13
N3 -0.3780 -1.3033 -1.8741  -0.09
C10 0.0747 -2.4827 -2.1818  -0.69
N4 1.3533 -2.7382 -2.5231  0.11
S1 -1.1416 -3.7224 -2.1260  1.13
H4 -4.9720 -3.9096 -0.0530  0.08
H5 -3.5410 -3.2365 0.7324  0.08
H6 -3.3938 -4.6419 -0.3289  0.07
H7 -4.1909 -1.7983 -1.2052  0.12
H8 -4.1678 -3.1986 -2.2713  0.12
H9 2.0374 -2.0079 -2.4366  0.11
H10 1.6718 -3.6750 -2.6835  0.10

---

Record 2
Formula: C10H10FIO3Tm
Source: OMol25
Level of theory: ωB97M-V/def2-TZVPD

Values from the calculation:
<S²>: 2.007
Charge: +3
LUMO (alpha / beta): -11.69 / -13.24 eV
Gap between HOMO and LUMO (alpha / beta): 7.08 / 5.52 eV
2S+1: 3

Each line ends with the Löwdin charge.
Atoms and positions in Å:
O1 0.1640 1.2578 2.2099  0.18
C1 -0.2574 0.1537 1.9509  -0.29
C2 -1.1387 -0.5181 2.9809  0.01
C3 -1.8636 -1.5659 2.6526  -0.46
I1 -3.1647 -2.6336 3.9733  1.19
C4 -1.8329 -2.0967 1.2556  -0.35
O2 -2.6747 -2.8586 0.8405  0.16
C5 -0.7012 -1.6265 0.4263  -0.15
F1 -0.5188 -2.3713 -0.6357  0.18
C6 0.0564 -0.5692 0.7075  -0.06
C7 1.2262 -0.0996 -0.0921  -0.08
C8 1.0934 -0.1980 -1.6236  -0.15
C9 1.7969 0.8985 -2.3917  -0.07
C10 0.9411 2.2367 -2.3330  -0.12
O3 0.8522 2.7325 -3.5892  0.24
H1 -1.1484 -0.1259 3.9773  0.12
H2 1.4234 0.9279 0.1802  0.12
H3 2.0824 -0.6647 0.2514  0.15
H4 1.5543 -1.1236 -1.9454  0.15
H5 0.0610 -0.2737 -1.9336  0.13
H6 1.8264 0.6262 -3.4333  0.13
H7 2.8116 1.0710 -2.0734  0.14
H8 -0.0490 2.0993 -1.9167  0.15
H9 1.5551 2.9374 -1.7301  0.22
H10 -0.0286 3.1226 -3.7557  0.19
Tm1 -4.0664 -1.3383 6.0468  1.27

---

Record 3
Formula: C10H10N2
Source: OMol25
Level of theory: ωB97M-V/def2-TZVPD

Values from the calculation:
Structure (SMILES): C=C(/N=N/C)C1=C=CC=CC=C1
LUMO: -0.11 eV
Gap between HOMO and LUMO: 8.16 eV

Each line ends with the Löwdin charge.
Atoms and positions in Å:
C1 -0.1044 2.4146 0.6592  0.10
C2 -0.5977 1.1529 0.6588  -0.33
N1 -1.7984 0.6259 0.3170  0.02
N2 -2.3679 0.6014 -0.7820  0.01
C3 -3.6702 0.0728 -0.7679  -0.12
C4 0.2924 0.0123 0.9364  -0.22
C5 -0.0619 -1.1918 0.4579  0.04
C6 0.6064 -2.1504 -0.1567  -0.09
C7 1.6622 -1.7231 -1.0928  -0.08
C8 2.5031 -0.7290 -0.8242  -0.09
C9 2.6551 0.0122 0.4298  -0.05
C10 1.6924 0.2213 1.4281  -0.02
H1 -0.7195 3.3086 0.5732  0.06
H2 0.9451 2.5012 0.9852  0.06
H3 -4.3234 0.4558 -1.5880  0.09
H4 -4.2118 0.2512 0.1650  0.08
H5 -3.5914 -0.9464 -0.7862  0.05
H6 0.3234 -3.3010 -0.2892  0.14
H7 1.7481 -2.3211 -1.9028  0.06
H8 3.3697 -0.4596 -1.3969  0.09
H9 3.6638 0.4623 0.6884  0.12
H10 1.9850 0.7299 2.2878  0.08

---

Record 4
Formula: C10H10N2
Source: OMol25
Level of theory: ωB97M-V/def2-TZVPD

Values from the calculation:
Structure (SMILES): C[C@H]1c2ccccc2CN1C#N
LUMO: 0.64 eV
Gap between HOMO and LUMO: 9.74 eV

Each line ends with the Löwdin charge.
Atoms and positions in Å:
C1 -1.3056 -1.7108 -0.8691  -0.02
C2 -1.0598 -0.8471 0.4537  -0.30
C3 0.3627 -0.3646 0.3331  -0.20
C4 1.4875 -1.0199 0.7477  -0.03
C5 2.7096 -0.4554 0.5033  -0.07
C6 2.7645 0.8425 0.0128  -0.10
C7 1.6738 1.6371 -0.1860  -0.01
C8 0.4263 0.9311 -0.1104  -0.17
C9 -0.9138 1.6089 -0.2858  0.07
N1 -1.8136 0.3418 0.4439  -0.03
C10 -3.0901 0.3977 0.3490  -0.38
N2 -4.2304 0.5141 0.3164  0.14
H1 -0.7502 -2.7767 -0.6948  0.13
H2 -0.9854 -1.2176 -1.8073  0.08
H3 -2.3855 -1.9177 -0.9704  0.06
H4 -1.0758 -1.3564 1.4553  0.17
H5 1.3481 -1.8681 1.3843  0.12
H6 3.6957 -0.8994 0.7085  0.12
H7 3.6900 1.2207 -0.1491  0.07
H8 1.7128 2.6239 -0.6800  0.12
H9 -1.0125 2.5394 0.3146  0.13
H10 -1.2483 1.7766 -1.2698  0.10

---

Record 5
Formula: C10H10N2O2
Source: OMol25
Level of theory: ωB97M-V/def2-TZVPD

Values from the calculation:
Structure (SMILES): O=c1cc[nH]c(=O)[nH]1.c1ccccc1
LUMO: 0.00 eV
Gap between HOMO and LUMO: 8.57 eV

Each line ends with the Löwdin charge.
Atoms and positions in Å:
O1 0.2972 -0.2384 1.0231  -0.03
C1 0.7130 0.9186 1.3877  -0.36
C2 -0.0026 2.1267 1.8332  0.04
C3 0.7078 3.3367 1.9167  -0.09
N1 1.9268 3.5617 1.5428  0.15
C4 2.7131 2.4530 1.2943  -0.47
O2 3.9124 2.5163 1.1048  0.07
N2 2.1164 1.1627 1.1781  0.17
H1 -0.9747 2.1016 2.1025  0.06
H2 0.2046 4.1890 2.4494  0.15
H3 2.3812 4.3795 1.5935  0.12
H4 2.7779 0.2580 1.1489  0.23
C5 -2.1191 -1.2028 -1.0058  -0.08
C6 -0.7959 -1.0436 -1.1754  -0.17
C7 -0.0705 -1.9523 -1.8173  -0.11
C8 -0.5855 -3.2594 -2.0987  -0.04
C9 -2.0088 -3.3497 -1.8595  -0.17
C10 -2.7761 -2.3718 -1.4596  -0.14
H5 -2.6734 -0.3117 -0.5844  0.12
H6 -0.2153 -0.2957 -0.6128  0.08
H7 0.9595 -1.7891 -2.1336  0.10
H8 -0.1334 -4.1312 -2.6476  0.11
H9 -2.5582 -4.4073 -1.9712  0.14
H10 -3.7964 -2.6508 -1.2088  0.10

---

Record 6
Formula: C10H10N2O2
Source: OMol25
Level of theory: ωB97M-V/def2-TZVPD

Values from the calculation:
Structure (SMILES): COc1cc(N)ccc1-c1cnco1
LUMO: 0.58 eV
Gap between HOMO and LUMO: 8.94 eV

Each line ends with the Löwdin charge.
Atoms and positions in Å:
C1 2.2944 -1.2454 -0.9253  -0.11
O1 1.9431 -0.3783 0.0589  -0.10
C2 0.6959 -0.4795 0.5665  -0.22
C3 0.4764 -1.1134 1.8325  0.10
C4 -0.8583 -1.3676 2.4825  -0.40
N1 -0.9878 -2.4528 3.3722  0.03
C5 -1.7765 -0.7306 1.9819  -0.12
C6 -1.6371 -0.0452 0.7402  -0.01
C7 -0.4964 0.1066 -0.0062  -0.12
C8 -0.3070 1.0671 -1.1051  -0.21
C9 -0.6043 2.3735 -1.2714  -0.10
N2 -0.2582 2.9068 -2.5247  0.10
C10 0.4862 1.8532 -2.9975  -0.11
O2 0.4078 0.6964 -2.2269  0.03
H1 3.4114 -1.0902 -1.1524  0.12
H2 2.0307 -2.3055 -0.4531  0.13
H3 1.6657 -1.1374 -1.7943  0.06
H4 1.2309 -1.7840 2.1343  0.09
H5 -1.9300 -2.3713 3.9374  0.13
H6 -0.5885 -3.5202 3.0683  0.19
H7 -2.7810 -1.0213 2.2720  0.12
H8 -2.6452 0.2184 0.0727  0.18
H9 -1.0066 2.9703 -0.4869  0.11
H10 0.8873 1.8068 -3.9757  0.11